(1)
This record from OMol25 describes a structure of composition CH3ClNO2S in a non-equilibrium geometry. The level of theory is ωB97M-V/def2-TZVPD.

Output
E_tot = -30026.42443 eV
E_HOMO = -3.84 eV
energy above the lowest of the compared OMol25 structures with the same formula, charge and spin = 330.0 kJ/mol
molar mass = 128.56 u
max |F| = 3.8 eV/Å
total charge = -1
multiplicity = 1

Each line ends with the natural charge from an NBO analysis.
Atoms and positions in Å:
C (-1.23972, 0.26888, -1.18477)  -0.56
N (0.79292, -1.10043, 0.85361)  -1.02
O (0.83284, 1.38724, 1.17196)  -0.99
O (1.93419, 0.40946, -1.01164)  -0.97
S (0.83595, 0.51611, -0.06882)  1.87
Cl (-2.15111, -0.22469, 0.23936)  -0.16
H (-1.58423, 1.44107, -1.29127)  0.12
H (-0.10311, -0.96418, 1.24818)  0.36
H (0.68226, -1.73346, 0.04338)  0.35

Atomic forces in eV per Å
1.1 2.5 -0.2
1.6 1.4 -2.8
0.6 -0.7 -2.7
0.4 0.5 0.4
-2.5 -0.9 2.8
-0.9 -0.1 0.6
1.1 -2.3 0.4
-1.2 -0.3 0.7
-0.2 0.0 0.7

(2)
This record from OMol25 describes the molecule C2H7NS2 in a non-equilibrium geometry. The level of theory is ωB97M-V/def2-TZVPD.

Output
SMILES = NCCSS
E_tot = -25347.71451 eV
E_HOMO = -8.59 eV
energy above the lowest of the compared OMol25 structures with the same formula, charge and spin = 32.2 kJ/mol
molar mass = 109.22 u
max |F| = 1.6 eV/Å
multiplicity = 1

Each line ends with the natural charge from an NBO analysis.
Atoms and positions in Å:
N (-0.34248, -1.39387, 1.04693)  -0.85
C (0.87856, -0.79544, 0.45714)  -0.22
C (0.52373, 0.34198, -0.49005)  -0.57
S (-0.37137, 1.69671, 0.26858)  0.10
S (-1.49804, 2.52773, -1.23848)  -0.14
H (-1.13398, -0.78418, 0.88365)  0.36
H (-0.26220, -1.56800, 2.03717)  0.36
H (1.55890, -0.53596, 1.25980)  0.19
H (1.31593, -1.57919, -0.15519)  0.20
H (1.44773, 0.70936, -0.93026)  0.22
H (0.02193, -0.10108, -1.34679)  0.23
H (-2.13871, 1.48194, -1.79249)  0.12

Atomic forces in eV per Å
0.1 0.1 -0.4
-1.4 -0.6 0.6
1.3 -0.3 -0.7
-0.6 -0.2 0.4
0.3 0.4 -0.5
0.0 0.0 0.3
0.0 0.1 0.0
0.4 0.4 -0.1
0.5 0.1 -0.1
0.2 0.2 0.1
-0.7 0.2 0.1
0.0 -0.2 0.4

(3)
This record from OMol25 describes a cluster of 2 separate species, C4H12N2O in total in a non-equilibrium geometry. The level of theory is ωB97M-V/def2-TZVPD.

Output
SMILES = [H]/N=C/NCCC.O
E_tot = -9368.85334 eV
E_HOMO = -8.26 eV
energy above the lowest of the compared OMol25 structures with the same formula, charge and spin = 225.8 kJ/mol
molar mass = 104.15 u
max |F| = 3.2 eV/Å
multiplicity = 1

Each line ends with the natural charge from an NBO analysis.
Atoms and positions in Å:
H (1.19450, -2.98801, 2.09693)  0.35
N (1.24158, -2.68390, 1.13279)  -0.73
C (0.16439, -2.43473, 0.48589)  0.30
N (0.35948, -1.57311, -0.60790)  -0.64
C (-0.52570, -0.39813, -0.67553)  -0.25
C (0.16403, 0.71721, -1.47001)  -0.42
C (0.81468, 1.82667, -0.65461)  -0.61
H (-0.86422, -2.76547, 0.58658)  0.16
H (1.31074, -1.32266, -0.83679)  0.38
H (-0.84881, 0.05652, 0.24803)  0.22
H (-1.36693, -0.78352, -1.29931)  0.19
H (0.78557, 0.38648, -2.30168)  0.21
H (-0.52559, 1.22189, -2.18680)  0.21
H (1.66786, 2.23862, -1.19270)  0.21
H (0.11449, 2.65407, -0.38574)  0.21
H (1.23960, 1.31345, 0.21639)  0.20
O (-1.53929, 1.27416, 1.92652)  -0.93
H (-1.02220, 1.58002, 2.68447)  0.47
H (-2.36421, 1.68044, 2.23351)  0.47

Atomic forces in eV per Å
-0.6 -1.1 -0.3
-0.6 0.6 0.5
2.8 1.4 -0.6
-0.9 -0.1 0.1
-0.3 -0.6 -2.6
-1.2 1.2 -1.9
0.3 -0.4 0.3
-0.2 0.1 0.6
0.2 -0.4 0.7
-0.1 -0.5 0.5
-0.1 0.8 0.8
0.8 -0.8 0.6
-0.5 -0.3 0.9
-0.1 0.2 0.0
0.6 -0.9 0.0
-0.1 0.6 0.3
-0.5 0.8 1.1
0.8 -0.4 -0.3
-0.4 -0.3 -0.7

(4)
This record from OMol25 describes a structure of composition C3H4LuMgO4 in a non-equilibrium geometry. The level of theory is ωB97M-V/def2-TZVPD.

Output
E_tot = -50409.79362 eV
E_HOMO (spin up / spin down) = -15.15 / -16.11 eV
energy above the lowest of the compared OMol25 structures with the same formula, charge and spin = 214.4 kJ/mol
molar mass = 303.33 u
max |F| = 8.5 eV/Å
total charge = +2
multiplicity = 2

Each line ends with the natural charge from an NBO analysis.
Atoms and positions in Å:
O (-0.09482, 0.47979, 7.60956)  -0.79
C (1.19841, 0.58238, 7.22386)  0.47
O (1.99087, 1.30332, 8.14009)  -0.43
C (1.95082, 0.79345, 9.50432)  -0.74
Mg (-0.09499, 0.24650, 9.51203)  1.65
H (1.31155, 1.11052, 6.26042)  0.27
H (2.29843, 1.62302, 10.13758)  0.25
H (2.70110, -0.01779, 9.58370)  0.21
H (1.81674, -0.86458, 7.09084)  0.09
O (3.36015, -2.63910, 7.72100)  -0.77
C (2.38783, -2.29442, 7.00362)  0.77
O (1.80383, -3.13817, 6.27857)  -0.76
Lu (3.29461, -4.67244, 6.85812)  1.78

Atomic forces in eV per Å
3.7 -1.9 -1.7
-3.9 6.6 3.7
-0.1 -3.4 -2.4
-0.1 0.0 0.9
0.1 0.4 0.5
0.5 -1.4 -0.5
-0.2 -0.3 -0.3
-0.3 0.4 -0.1
1.7 -3.7 -0.3
0.1 0.4 -0.1
-1.2 1.9 0.4
0.1 0.4 -0.1
-0.3 0.7 0.0

Q: Number 2 is which compound?
A: C2H7NS2

Q: Which of these has the lowest E_tot?
A: C3H4LuMgO4

Please write out number 3 again, unchanged.
This record from OMol25 describes a cluster of 2 separate species, C4H12N2O in total in a non-equilibrium geometry. The level of theory is ωB97M-V/def2-TZVPD.

Output
SMILES = [H]/N=C/NCCC.O
E_tot = -9368.85334 eV
E_HOMO = -8.26 eV
energy above the lowest of the compared OMol25 structures with the same formula, charge and spin = 225.8 kJ/mol
molar mass = 104.15 u
max |F| = 3.2 eV/Å
multiplicity = 1

Each line ends with the natural charge from an NBO analysis.
Atoms and positions in Å:
H (1.19450, -2.98801, 2.09693)  0.35
N (1.24158, -2.68390, 1.13279)  -0.73
C (0.16439, -2.43473, 0.48589)  0.30
N (0.35948, -1.57311, -0.60790)  -0.64
C (-0.52570, -0.39813, -0.67553)  -0.25
C (0.16403, 0.71721, -1.47001)  -0.42
C (0.81468, 1.82667, -0.65461)  -0.61
H (-0.86422, -2.76547, 0.58658)  0.16
H (1.31074, -1.32266, -0.83679)  0.38
H (-0.84881, 0.05652, 0.24803)  0.22
H (-1.36693, -0.78352, -1.29931)  0.19
H (0.78557, 0.38648, -2.30168)  0.21
H (-0.52559, 1.22189, -2.18680)  0.21
H (1.66786, 2.23862, -1.19270)  0.21
H (0.11449, 2.65407, -0.38574)  0.21
H (1.23960, 1.31345, 0.21639)  0.20
O (-1.53929, 1.27416, 1.92652)  -0.93
H (-1.02220, 1.58002, 2.68447)  0.47
H (-2.36421, 1.68044, 2.23351)  0.47

Atomic forces in eV per Å
-0.6 -1.1 -0.3
-0.6 0.6 0.5
2.8 1.4 -0.6
-0.9 -0.1 0.1
-0.3 -0.6 -2.6
-1.2 1.2 -1.9
0.3 -0.4 0.3
-0.2 0.1 0.6
0.2 -0.4 0.7
-0.1 -0.5 0.5
-0.1 0.8 0.8
0.8 -0.8 0.6
-0.5 -0.3 0.9
-0.1 0.2 0.0
0.6 -0.9 0.0
-0.1 0.6 0.3
-0.5 0.8 1.1
0.8 -0.4 -0.3
-0.4 -0.3 -0.7

Q: What is the E_tot in the fourth record?
A: -50409.79362 eV